No. 1
Molecular formula: C4H8N2O2
Method: DFT, wB97M-V/def2-TZVPD

Cartesian coordinates (Å):
N 0.018 2.876 1.360
C -0.173 1.744 1.488
C -0.447 0.335 1.823
C -1.850 0.079 2.356
N -2.838 0.274 1.316
C 0.676 -0.358 2.502
O 0.303 -0.834 1.224
H -2.043 0.766 3.192
H -1.861 -0.939 2.780
H -2.905 -0.557 0.734
H -3.758 0.442 1.709
H 1.659 0.117 2.535
H 0.414 -1.013 3.338
O -0.528 -0.277 -1.284
H -0.034 -1.058 -0.797
H -1.474 -0.413 -1.170

Computed properties:
- F_max (eV/A) = 3.4
- structure (SMILES) = N#C[C@]1(CN)CO1.O
- HOMO-LUMO gap (eV) = 10.794
- total energy (a.u.) = -417.12637
- HOMO (eV) = -10.231
- LUMO energy (eV) = 0.56
- relative energy (zero: lowest compared OMol25 entry of this formula, charge and spin) (kcal per mole) = 81.3

---

No. 2
Molecular formula: C4H8N2O2
Method: DFT, wB97M-V/def2-TZVPD

Cartesian coordinates (Å):
C -2.325 -1.530 0.297
N -1.486 -0.709 -0.479
C -0.502 -0.033 0.075
O -0.566 0.064 1.319
C 0.601 0.745 -0.628
N 1.562 1.405 0.346
C 2.844 1.017 0.183
O 3.272 0.741 -0.954
H -1.824 -2.131 1.025
H -3.005 -2.172 -0.246
H -2.995 -0.941 0.956
H -1.445 -0.813 -1.484
H 1.090 -0.029 -1.289
H 0.049 1.428 -1.273
H 1.236 1.803 1.168
H 3.492 1.157 0.984

Computed properties:
- F_max (eV/A) = 5.2
- structure (SMILES) = CNC(=O)CNC=O
- HOMO-LUMO gap (eV) = 10.398
- total energy (a.u.) = -417.19656
- HOMO (eV) = -9.701
- LUMO energy (eV) = 0.70
- relative energy (zero: lowest compared OMol25 entry of this formula, charge and spin) (kcal per mole) = 37.3

---

No. 3
Molecular formula: C4H8N2O2
Method: DFT, wB97M-V/def2-TZVPD

Cartesian coordinates (Å):
C -0.007 -1.810 1.088
C 0.319 -0.906 0.190
C 1.502 -0.098 0.042
O 2.319 -0.127 0.979
O 1.863 0.410 -1.173
C -0.652 0.390 -0.480
N -2.024 0.086 -0.159
N -0.512 1.794 -0.199
H -0.999 -2.238 1.124
H 0.729 -2.167 1.792
H 2.810 0.613 -1.146
H -0.551 0.201 -1.563
H -2.261 -0.873 -0.378
H -2.186 0.276 0.824
H -0.746 2.319 -1.035
H 0.397 2.131 0.094

Computed properties:
- F_max (eV/A) = 6.9
- structure (SMILES) = C=C(C(=O)O)C(N)N
- HOMO-LUMO gap (eV) = 8.848
- total energy (a.u.) = -417.11777
- HOMO (eV) = -8.660
- LUMO energy (eV) = 0.19
- relative energy (zero: lowest compared OMol25 entry of this formula, charge and spin) (kcal per mole) = 86.7

---

No. 4
Molecular formula: C4H8N2O2
Method: DFT, wB97M-V/def2-TZVPD

Cartesian coordinates (Å):
C 2.740 0.412 0.101
C -0.694 -0.460 -1.490
C 2.201 -1.994 0.236
C -1.044 0.749 0.560
N 2.845 1.459 0.754
N -0.771 0.542 -2.245
O 2.811 -0.826 0.319
O -1.115 -0.472 -0.198
H 2.900 -2.780 -0.164
H -0.453 -1.372 -1.890
H 1.191 -2.160 0.167
H -1.308 0.380 1.617
H -1.801 1.615 0.242
H -0.065 1.159 0.275
H 3.157 2.360 0.283
H -1.174 1.432 -1.737

Computed properties:
- F_max (eV/A) = 4.0
- HOMO-LUMO gap (spin up / spin down) (eV) = 7.857 / 8.400
- total energy (a.u.) = -416.96947
- HOMO (spin up / spin down) (eV) = -7.693 / -8.269
- LUMO energy (spin up / spin down) (eV) = 0.16 / 0.13
- relative energy (zero: lowest compared OMol25 entry of this formula, charge and spin) (kcal per mole) = 179.8

---

No. 5
Molecular formula: C4H8N2O2
Method: DFT, wB97M-V/def2-TZVPD

Cartesian coordinates (Å):
O 2.560 0.354 -0.009
C 1.438 -0.068 0.230
N 0.083 1.085 0.671
C -1.079 0.558 0.008
C -1.128 0.434 -1.487
C -0.672 -0.741 -0.661
N 0.741 -0.934 -0.552
H 0.233 2.085 0.620
H -2.020 0.582 0.563
H -2.110 0.364 -1.952
H -0.371 0.979 -2.053
H -1.299 -1.627 -0.558
H 1.246 -1.455 -1.256
H 0.337 0.359 2.056
O 1.274 -0.578 2.212
H 0.768 -1.398 2.167

Computed properties:
- F_max (eV/A) = 4.5
- HOMO-LUMO gap (eV) = 9.907
- total energy (a.u.) = -417.08673
- HOMO (eV) = -9.201
- LUMO energy (eV) = 0.71
- relative energy (zero: lowest compared OMol25 entry of this formula, charge and spin) (kcal per mole) = 106.2

---

No. 6
Molecular formula: C4H8N2O2
Method: DFT, wB97M-V/def2-TZVPD

Cartesian coordinates (Å):
N -0.778 -1.514 -0.765
C -0.032 -0.381 -0.212
C -0.778 0.630 0.611
C -1.344 1.658 -0.120
O -1.140 1.854 -1.461
C 1.302 -0.817 0.318
N 2.321 0.070 0.616
O 1.533 -2.003 0.521
H -1.643 -1.695 -0.278
H -0.206 -2.329 -0.912
H 0.287 0.209 -1.079
H -1.585 0.948 -1.193
H -1.260 0.337 1.536
H -1.866 2.478 0.380
H 3.076 -0.430 1.055
H 2.114 0.985 0.983

Computed properties:
- F_max (eV/A) = 5.3
- HOMO-LUMO gap (eV) = 10.060
- total energy (a.u.) = -417.11560
- HOMO (eV) = -9.319
- LUMO energy (eV) = 0.74
- relative energy (zero: lowest compared OMol25 entry of this formula, charge and spin) (kcal per mole) = 88.1

---

No. 7
Molecular formula: C4H8N2O2
Method: DFT, wB97M-V/def2-TZVPD

Cartesian coordinates (Å):
C -0.952 1.422 1.227
N -0.199 1.471 0.048
C -0.686 -0.566 -1.372
C 0.323 0.312 -0.660
C 1.266 -0.489 0.289
N 0.923 -1.616 0.861
O 2.436 -0.079 0.433
O -1.086 0.471 1.937
H -1.400 2.419 1.382
H -0.261 2.324 -0.455
H -0.303 -1.425 -1.915
H -1.251 0.089 -2.030
H -1.363 -1.019 -0.640
H 1.029 0.678 -1.414
H -0.029 -1.893 0.814
H 1.552 -2.098 1.492

Computed properties:
- ⟨S²⟩ = 0.756
- F_max (eV/A) = 1.8
- HOMO-LUMO gap (spin up / spin down) (eV) = 10.799 / 5.761
- multiplicity = 2
- charge = +1
- total energy (a.u.) = -416.89219
- HOMO (spin up / spin down) (eV) = -14.814 / -14.733
- LUMO energy (spin up / spin down) (eV) = -4.02 / -8.97
- relative energy (zero: lowest compared OMol25 entry of this formula, charge and spin) (kcal per mole) = 3.9

---

No. 8
Molecular formula: C4H8N2O3
Method: DFT, wB97M-V/def2-TZVPD

Cartesian coordinates (Å):
C -1.389 3.063 0.797
C 0.306 0.113 -0.156
C 0.051 -1.800 -1.581
C 0.955 -1.765 1.040
H -1.641 4.110 0.262
H -2.139 2.382 1.202
H -0.590 3.106 1.821
H -1.017 2.026 -1.254
H -1.285 -2.008 -2.119
H 1.147 -1.656 -2.305
H 0.240 -2.710 -0.394
H 1.754 -2.140 1.915
N -0.519 2.329 -0.152
N 0.134 1.184 0.438
O -0.378 -0.401 -1.229
O 1.499 -0.640 0.368
O -0.284 -2.131 0.644

Computed properties:
- F_max (eV/A) = 9.1
- HOMO-LUMO gap (eV) = 7.725
- total energy (a.u.) = -492.05263
- HOMO (eV) = -8.310
- LUMO energy (eV) = -0.58
- relative energy (zero: lowest compared OMol25 entry of this formula, charge and spin) (kcal per mole) = 282.6

---

No. 9
Molecular formula: C4H8N2O3
Method: DFT, wB97M-V/def2-TZVPD

Cartesian coordinates (Å):
N 2.642 0.706 -0.446
C 1.515 -0.013 -0.401
O 1.205 -0.875 -1.244
C 0.520 0.350 0.720
C -0.889 -0.166 0.609
N -1.156 -1.457 0.099
C -1.676 0.874 -0.427
O -1.402 2.058 -0.412
O -2.610 0.065 -1.101
H 3.235 0.734 -1.281
H 2.873 1.294 0.303
H 0.490 1.396 0.893
H 0.874 -0.058 1.618
H -1.225 -0.094 1.663
H -1.632 -2.107 0.704
H -0.451 -1.822 -0.532
H -2.312 -0.886 -0.765

Computed properties:
- F_max (eV/A) = 3.2
- structure (SMILES) = NC(=O)C[C@H](N)C(=O)O
- HOMO-LUMO gap (eV) = 9.913
- total energy (a.u.) = -492.46338
- HOMO (eV) = -9.303
- LUMO energy (eV) = 0.61
- relative energy (zero: lowest compared OMol25 entry of this formula, charge and spin) (kcal per mole) = 24.8

---

No. 10
Molecular formula: C4H8N2O3
Method: DFT, wB97M-V/def2-TZVPD

Cartesian coordinates (Å):
N -0.190 1.465 -1.162
C 0.621 1.314 -0.118
O 0.523 1.837 0.980
C 1.841 0.412 -0.393
O 2.033 -0.127 -1.450
O 2.632 0.356 0.663
H -1.068 1.950 -1.076
H -0.001 0.909 -1.982
H 2.210 0.904 1.365
C -0.039 -1.421 0.879
C -1.029 -1.367 -0.004
N -2.096 -0.486 0.056
H -0.056 -0.832 1.781
H 0.801 -2.073 0.735
H -1.009 -1.971 -0.901
H -2.963 -0.828 -0.330
H -2.212 -0.045 0.958

Computed properties:
- F_max (eV/A) = 0.4
- structure (SMILES) = NC(=O)C(=O)O.C=CN
- HOMO-LUMO gap (eV) = 9.442
- total energy (a.u.) = -492.47019
- HOMO (eV) = -8.704
- LUMO energy (eV) = 0.74
- relative energy (zero: lowest compared OMol25 entry of this formula, charge and spin) (kcal per mole) = 20.6

---

No. 11
Molecular formula: C4H8N2O5
Method: DFT, wB97M-V/def2-TZVPD

Cartesian coordinates (Å):
C 1.882 -1.647 -0.849
C 0.530 -1.032 -0.796
O 0.279 -0.604 0.581
N -0.100 0.716 0.337
N 0.913 1.624 0.637
O 1.886 1.117 0.048
O -1.228 1.241 0.695
C -1.611 1.109 2.042
H 2.479 -1.370 -1.780
H 2.604 -1.157 -0.087
H 1.776 -2.802 -0.915
H -0.225 -1.783 -1.053
H 0.599 -0.118 -1.466
H -0.902 1.593 2.760
H -1.658 0.025 2.242
H -2.514 1.447 2.417
O -1.200 1.618 -1.563
C -1.572 0.546 -1.558
O -1.937 -0.524 -1.692

Computed properties:
- F_max (eV/A) = 5.1
- structure (SMILES) = CCON(N=O)OC.O=C=O
- HOMO-LUMO gap (eV) = 9.362
- total energy (a.u.) = -642.64755
- HOMO (eV) = -9.700
- LUMO energy (eV) = -0.34
- relative energy (zero: lowest compared OMol25 entry of this formula, charge and spin) (kcal per mole) = 188.3

---

No. 12
Molecular formula: C4H8N2OS
Method: DFT, wB97M-V/def2-TZVPD

Cartesian coordinates (Å):
C -2.958 -0.361 -0.467
N -1.984 -1.059 0.233
N -0.665 -0.708 0.137
C -0.271 0.480 0.199
C -0.838 1.890 0.559
C 1.143 0.536 -0.233
O 1.769 1.546 -0.554
S 2.194 -1.068 0.057
H -3.572 0.510 -0.098
H -2.305 0.210 -1.425
H -3.687 -1.197 -0.897
H -2.030 -2.024 0.045
H -0.044 2.357 1.295
H -1.209 2.542 -0.350
H -1.684 1.461 1.244
H 1.359 -2.048 0.762

Computed properties:
- F_max (eV/A) = 5.5
- structure (SMILES) = CN/N=C(\C)C(=O)S
- HOMO-LUMO gap (eV) = 9.243
- total energy (a.u.) = -740.02486
- HOMO (eV) = -9.040
- LUMO energy (eV) = 0.20
- relative energy (zero: lowest compared OMol25 entry of this formula, charge and spin) (kcal per mole) = 86.1

---

No. 13
Molecular formula: C4H8N2OS
Method: DFT, wB97M-V/def2-TZVPD

Cartesian coordinates (Å):
C -1.564 -0.812 1.046
N -1.053 -0.094 -0.238
C -1.674 1.137 -0.390
N 0.368 -0.031 -0.076
C 1.037 -0.817 -0.768
O 2.464 -0.860 -0.705
C 3.041 0.083 -0.017
S 4.705 0.249 0.302
H -0.850 -1.658 1.213
H -1.483 0.151 1.663
H -2.603 -1.303 0.805
H -2.638 1.050 -0.757
H -1.604 1.806 0.478
H -1.192 1.527 -1.294
H 0.675 -1.475 -1.597
H 2.369 1.048 0.334

Computed properties:
- F_max (eV/A) = 5.5
- structure (SMILES) = CN(C)/N=C/OC=S
- HOMO-LUMO gap (eV) = 8.487
- total energy (a.u.) = -740.00710
- HOMO (eV) = -8.566
- LUMO energy (eV) = -0.08
- relative energy (zero: lowest compared OMol25 entry of this formula, charge and spin) (kcal per mole) = 97.2

---

No. 14
Molecular formula: C4H8N2OS
Method: DFT, wB97M-V/def2-TZVPD

Cartesian coordinates (Å):
C 2.832 -0.103 -0.038
C 1.420 -0.315 -0.513
C 0.651 0.656 -0.087
N -0.717 0.453 -0.012
O -1.525 1.538 0.471
C -1.279 -0.788 0.465
N -2.530 -1.030 0.512
S -3.481 0.108 -0.394
H 3.616 -0.166 -0.870
H 2.865 0.843 0.639
H 3.183 -1.038 0.512
H 1.141 -1.402 -0.822
H 1.058 1.710 0.177
H -2.082 1.810 -0.297
H -0.652 -1.615 0.815
H -4.500 -0.661 -0.560

Computed properties:
- F_max (eV/A) = 2.9
- structure (SMILES) = C/C=C/N(O)/C=N\S
- HOMO-LUMO gap (eV) = 9.153
- total energy (a.u.) = -739.99546
- HOMO (eV) = -8.352
- LUMO energy (eV) = 0.80
- relative energy (zero: lowest compared OMol25 entry of this formula, charge and spin) (kcal per mole) = 104.5

---

No. 15
Molecular formula: C4H8N2S
Method: DFT, wB97M-V/def2-TZVPD

Cartesian coordinates (Å):
C 1.448 -0.102 -1.340
C 0.503 0.038 -0.073
C -1.402 -0.521 1.877
C -0.434 1.169 -0.186
H 2.185 0.767 -1.381
H 0.930 -0.363 -2.236
H 2.068 -0.995 -1.221
H 1.259 0.145 0.707
H -0.588 -1.122 -0.965
H -0.131 -0.296 2.458
H -2.677 -0.048 2.288
H -1.181 0.917 -1.011
N -0.176 -1.250 0.070
N -1.545 -1.010 0.689
S -0.258 2.672 0.323

Computed properties:
- F_max (eV/A) = 5.5
- HOMO-LUMO gap (eV) = 8.503
- total energy (a.u.) = -664.69885
- HOMO (eV) = -8.876
- LUMO energy (eV) = -0.37
- relative energy (zero: lowest compared OMol25 entry of this formula, charge and spin) (kcal per mole) = 146.8